(1)
The following is a quantum chemistry calculation of C7H25BO18Y as an isolated structure, from the OMol25 dataset.

Geometry as XYZ:
```
52
Properties=species:S:1:pos:R:3
Y -0.37 3.80 -1.50
O 3.47 -2.13 -5.70
C 3.48 -2.77 -4.63
O 2.45 -2.99 -3.76
B 2.96 -3.52 -2.46
O 4.43 -3.63 -2.70
C 4.70 -3.34 -3.94
O 5.83 -3.44 -4.45
O 2.30 -4.82 -2.20
C 1.49 -4.68 -1.20
O 0.79 -5.61 -0.83
C 1.67 -3.31 -0.60
O 2.54 -2.66 -1.33
O 1.10 -2.89 0.41
C -2.76 0.92 0.51
C -1.30 1.10 0.85
C -0.63 -0.14 1.38
O -0.60 1.82 -0.17
H -2.85 0.34 -0.40
H -3.22 1.90 0.45
H -3.20 0.36 1.34
H -1.30 1.75 1.72
H -0.63 -0.91 0.61
H -1.20 -0.40 2.28
H 0.39 0.08 1.68
O 1.76 0.13 -2.19
H 1.33 -0.51 -1.63
H 2.69 0.08 -1.95
O 2.42 2.39 0.84
H 1.56 1.97 0.83
H 3.04 1.67 0.72
O 0.72 4.44 0.56
H 0.84 5.27 1.02
H 1.09 3.78 1.14
O -3.13 3.64 2.53
H -2.58 3.34 3.25
H -4.02 3.45 2.80
O -1.12 -0.63 -2.76
H -1.27 -0.31 -1.87
H -1.15 0.16 -3.30
O -4.11 -2.40 2.75
H -3.42 -3.04 2.59
H -4.43 -2.16 1.89
O -2.19 4.48 0.14
H -2.47 3.94 0.87
H -2.47 5.37 0.37
O -1.29 -3.75 1.93
H -0.39 -3.56 1.68
H -1.54 -4.49 1.37
O 0.52 3.85 3.50
H 0.26 4.76 3.69
H -0.19 3.33 3.88
```

Output
LUMO energy (eV): -7.84
Charge: +1
2S+1: 1
DFT total energy (eV): -46234.4727
Orbital gap (eV): 2.68
Strongest force on any atom (eV/A): 7.4

Here is what Mulliken gives for the atomic charges, in e: atom 1 (Y): 1.687, atom 2 (O): -0.611, atom 3 (C): 0.573, atom 4 (O): -0.417, atom 5 (B): 1.032, atom 6 (O): -0.447, atom 7 (C): 0.599, atom 8 (O): -0.610, atom 9 (O): -0.516, atom 10 (C): 0.509, atom 11 (O): -0.632, atom 12 (C): 0.616, atom 13 (O): -0.467, atom 14 (O): -0.687, atom 15 (C): -1.166, atom 16 (C): 0.639, atom 17 (C): -1.226, atom 18 (O): -0.010, atom 19 (H): 0.289, atom 20 (H): 0.287, atom 21 (H): 0.319, atom 22 (H): -0.055, atom 23 (H): 0.249, atom 24 (H): 0.446, atom 25 (H): 0.347, atom 26 (O): -0.514, atom 27 (H): 0.247, atom 28 (H): 0.280, atom 29 (O): -0.698, atom 30 (H): 0.218, atom 31 (H): 0.298, atom 32 (O): -0.341, atom 33 (H): 0.276, atom 34 (H): 0.405, atom 35 (O): -0.592, atom 36 (H): 0.251, atom 37 (H): 0.303, atom 38 (O): -0.569, atom 39 (H): 0.276, atom 40 (H): 0.247, atom 41 (O): -0.629, atom 42 (H): 0.318, atom 43 (H): 0.304, atom 44 (O): -0.472, atom 45 (H): 0.276, atom 46 (H): 0.303, atom 47 (O): -0.589, atom 48 (H): 0.344, atom 49 (H): 0.313, atom 50 (O): -0.605, atom 51 (H): 0.319, atom 52 (H): 0.281

=====

(2)
The following is a quantum chemistry calculation of a 8-piece molecular cluster, C7H25O7 overall, from the OMol25 dataset.

Geometry as XYZ:
```
39
Properties=species:S:1:pos:R:3
C 3.55 -0.01 1.01
O 4.58 -0.56 1.30
C 2.40 -0.57 0.21
C 1.13 0.27 -0.08
C 1.58 1.62 -0.68
C 0.76 3.77 -1.42
C 0.42 2.58 -0.96
C -1.02 2.19 -0.82
H 0.79 -4.06 -1.70
H 3.36 0.92 1.51
H 2.85 -1.06 -0.63
H 1.96 -1.33 0.89
H 0.59 -0.28 -0.83
H 0.43 0.41 0.78
H 1.97 1.44 -1.69
H 2.51 2.01 -0.24
H 0.00 4.43 -1.83
H 1.74 4.14 -1.72
H -1.27 1.91 0.19
H -1.31 1.25 -1.40
H -1.65 3.02 -1.17
H -1.21 -1.59 1.70
H -2.08 -1.01 2.87
O -1.21 -0.93 2.48
H 0.78 0.08 3.19
H 1.75 -0.18 4.16
O 1.67 0.48 3.47
H -4.19 0.34 -0.35
H -3.23 0.87 0.52
O -4.07 1.16 0.14
H -1.69 -2.94 -2.36
H -0.98 -2.32 -1.02
O -1.39 -2.05 -2.05
H -1.04 -3.45 0.51
H 1.22 -3.85 -2.28
O -1.12 -2.51 0.37
H -2.70 -1.76 -0.01
H -2.78 -1.32 -1.50
O -3.10 -1.09 -0.58
```

Output
LUMO energy (eV): 3.18
Charge: -1
2S+1: 1
DFT total energy (eV): -21996.5220
Orbital gap (eV): 9.38
Strongest force on any atom (eV/A): 2.9

Here is what Mulliken gives for the atomic charges, in e: atom 1 (C): -0.067, atom 2 (O): -0.556, atom 3 (C): -0.807, atom 4 (C): 0.457, atom 5 (C): -0.764, atom 6 (C): -1.140, atom 7 (C): 0.703, atom 8 (C): -0.936, atom 9 (H): -0.157, atom 10 (H): 0.385, atom 11 (H): 0.435, atom 12 (H): 0.264, atom 13 (H): 0.135, atom 14 (H): -0.109, atom 15 (H): 0.304, atom 16 (H): 0.422, atom 17 (H): 0.293, atom 18 (H): 0.297, atom 19 (H): 0.132, atom 20 (H): 0.201, atom 21 (H): 0.351, atom 22 (H): 0.386, atom 23 (H): 0.283, atom 24 (O): -0.658, atom 25 (H): 0.275, atom 26 (H): 0.303, atom 27 (O): -0.619, atom 28 (H): 0.403, atom 29 (H): 0.312, atom 30 (O): -0.689, atom 31 (H): 0.274, atom 32 (H): 0.366, atom 33 (O): -0.811, atom 34 (H): 0.088, atom 35 (H): 0.151, atom 36 (O): -0.882, atom 37 (H): 0.340, atom 38 (H): 0.347, atom 39 (O): -0.712

=====

(3)
The following is a quantum chemistry calculation of a 7-piece molecular cluster, C7H26BrN6O8 overall, from the OMol25 dataset.

Geometry as XYZ:
```
48
Properties=species:S:1:pos:R:3
Br 0.10 0.05 -0.39
C 0.98 2.87 2.74
O 2.16 2.67 2.45
N 0.61 3.83 3.65
N -0.06 2.13 2.30
H -0.21 4.40 3.53
H 1.39 4.18 4.18
H -0.03 1.50 1.49
H -0.97 2.22 2.73
C -1.30 -2.55 2.72
O -1.89 -1.52 3.09
N -0.28 -2.53 1.86
N -1.65 -3.76 3.27
H 0.28 -3.32 1.58
H -0.02 -1.67 1.40
H -2.36 -3.74 3.97
H -1.31 -4.56 2.76
C 3.92 -1.25 -2.06
O 4.90 -1.91 -2.40
N 3.23 -0.47 -2.97
N 3.40 -1.23 -0.82
H 3.51 -0.62 -3.92
H 2.31 -0.13 -2.76
H 2.49 -0.85 -0.60
H 3.83 -1.86 -0.17
C -1.73 3.72 -0.63
C -2.98 2.87 -0.41
O -2.97 1.72 -1.21
O -1.61 4.81 0.30
H -1.80 4.20 -1.61
H -0.88 3.05 -0.49
H -3.94 3.37 -0.57
H -2.95 2.55 0.65
H -2.19 1.18 -1.05
H -2.30 5.46 0.17
C -1.16 -2.84 -2.57
C 0.21 -3.50 -2.22
O 0.16 -4.56 -1.28
O -1.91 -2.56 -1.40
H -1.70 -3.62 -3.12
H -1.04 -1.98 -3.23
H 0.87 -2.74 -1.80
H 0.63 -3.81 -3.18
H -0.57 -5.13 -1.55
H -1.42 -1.81 -1.01
O 2.22 2.80 -0.76
H 2.44 2.85 0.18
H 1.55 2.11 -0.82
```

Output
LUMO energy (eV): 2.76
Charge: -1
2S+1: 1
DFT total energy (eV): -103049.9215
Orbital gap (eV): 9.40
Strongest force on any atom (eV/A): 2.7

Here is what Mulliken gives for the atomic charges, in e: atom 1 (Br): -0.916, atom 2 (C): 0.640, atom 3 (O): -0.699, atom 4 (N): -0.459, atom 5 (N): -0.027, atom 6 (H): 0.208, atom 7 (H): 0.231, atom 8 (H): -0.029, atom 9 (H): 0.163, atom 10 (C): 0.695, atom 11 (O): -0.684, atom 12 (N): -0.123, atom 13 (N): -0.442, atom 14 (H): 0.151, atom 15 (H): 0.037, atom 16 (H): 0.228, atom 17 (H): 0.176, atom 18 (C): 0.611, atom 19 (O): -0.721, atom 20 (N): -0.346, atom 21 (N): -0.215, atom 22 (H): 0.206, atom 23 (H): 0.190, atom 24 (H): 0.098, atom 25 (H): 0.188, atom 26 (C): -0.013, atom 27 (C): -0.328, atom 28 (O): -0.528, atom 29 (O): -0.546, atom 30 (H): 0.320, atom 31 (H): 0.039, atom 32 (H): 0.349, atom 33 (H): 0.204, atom 34 (H): 0.211, atom 35 (H): 0.284, atom 36 (C): -0.585, atom 37 (C): 0.113, atom 38 (O): -0.504, atom 39 (O): -0.492, atom 40 (H): 0.392, atom 41 (H): 0.264, atom 42 (H): -0.017, atom 43 (H): 0.283, atom 44 (H): 0.301, atom 45 (H): 0.180, atom 46 (O): -0.640, atom 47 (H): 0.352, atom 48 (H): 0.200

=====

(4)
The following is a quantum chemistry calculation of a 7-piece molecular cluster, C7H26O6 overall, from the OMol25 dataset.

Geometry as XYZ:
```
39
Properties=species:S:1:pos:R:3
C -1.51 2.58 -0.31
C -1.54 1.39 0.76
C -0.24 1.03 1.49
C 0.03 -0.46 1.42
C 0.18 -1.02 2.65
C 0.43 -2.46 2.59
C 0.10 -1.03 0.06
H -0.93 2.51 -1.40
H -1.16 3.56 0.09
H -2.57 2.62 -0.64
H -1.97 0.62 0.24
H -2.23 1.89 1.49
H -0.38 1.32 2.49
H 0.60 1.66 1.10
H -0.03 -0.40 3.41
H 0.20 -3.04 1.66
H -0.10 -3.13 3.33
H 1.58 -2.86 2.63
H 0.14 -0.26 -0.62
H -0.82 -1.75 -0.05
H 0.87 -1.74 -0.06
H 0.53 0.44 -3.22
H -0.67 -0.57 -3.32
O 0.25 -0.50 -3.19
H 3.63 2.15 0.64
H 3.76 3.33 -0.11
O 3.16 2.89 0.45
H -1.77 -1.56 -1.95
H -3.00 -2.06 -2.60
O -2.56 -2.02 -1.78
H -3.14 -1.99 1.29
H -3.48 -3.32 0.54
O -3.86 -2.54 0.80
H 2.78 -0.25 0.91
H 3.46 0.41 2.15
O 3.34 0.33 1.13
H 1.87 0.95 -4.48
H 2.44 2.02 -3.50
O 1.64 1.76 -3.91
```

Output
LUMO energy (eV): 0.32
2S+1: 1
DFT total energy (eV): -19961.8948
Orbital gap (eV): 9.06
Strongest force on any atom (eV/A): 11.8

Here is what Mulliken gives for the atomic charges, in e: atom 1 (C): -1.153, atom 2 (C): -0.393, atom 3 (C): -0.612, atom 4 (C): 0.719, atom 5 (C): -0.456, atom 6 (C): -1.197, atom 7 (C): -1.570, atom 8 (H): 0.111, atom 9 (H): 0.342, atom 10 (H): 0.398, atom 11 (H): 0.376, atom 12 (H): 0.257, atom 13 (H): 0.516, atom 14 (H): 0.069, atom 15 (H): 0.660, atom 16 (H): 0.280, atom 17 (H): 0.317, atom 18 (H): 0.220, atom 19 (H): 0.598, atom 20 (H): 0.022, atom 21 (H): 0.597, atom 22 (H): 0.411, atom 23 (H): 0.290, atom 24 (O): -0.674, atom 25 (H): 0.293, atom 26 (H): 0.301, atom 27 (O): -0.556, atom 28 (H): 0.265, atom 29 (H): 0.275, atom 30 (O): -0.547, atom 31 (H): 0.315, atom 32 (H): 0.285, atom 33 (O): -0.627, atom 34 (H): 0.223, atom 35 (H): 0.333, atom 36 (O): -0.643, atom 37 (H): 0.351, atom 38 (H): 0.311, atom 39 (O): -0.706

=====

(5)
The following is a quantum chemistry calculation of a 6-piece molecular cluster, C7H27O6 overall, from the OMol25 dataset.

Geometry as XYZ:
```
40
Properties=species:S:1:pos:R:3
O 0.15 -0.42 0.58
H -0.42 -0.31 1.38
H 0.90 0.23 0.56
H -0.33 -0.63 -0.25
C 2.19 3.34 -1.11
C 0.77 2.77 -1.04
C 0.67 1.56 -1.94
O 0.59 2.36 0.33
H 2.44 3.54 -2.16
H 2.89 2.64 -0.67
H 2.31 4.30 -0.59
H 0.02 3.53 -1.30
H 0.78 1.84 -2.98
H -0.30 1.07 -1.78
H 1.46 0.85 -1.68
H 0.67 3.15 0.88
C -3.68 -1.01 -0.36
O -2.58 -0.14 -0.52
H -4.57 -0.61 -0.82
H -3.49 -2.08 -0.52
H -3.89 -1.11 0.71
H -2.55 0.17 -1.43
C 3.13 -1.36 0.68
O 2.83 0.00 0.37
H 2.34 -2.08 0.48
H 3.99 -1.66 0.07
H 3.37 -1.45 1.74
H 3.57 0.51 0.70
C -2.31 0.19 3.46
O -1.63 -0.76 2.64
H -3.26 0.41 2.95
H -2.46 -0.06 4.51
H -1.83 1.17 3.43
H -2.16 -1.55 2.59
C -0.06 -3.39 -1.31
O 0.66 -2.17 -1.42
H 0.00 -3.97 -2.24
H 0.23 -3.92 -0.41
H -1.13 -3.16 -1.24
H 0.69 -1.78 -2.30
```

Output
LUMO energy (eV): -2.36
Charge: +1
2S+1: 1
DFT total energy (eV): -19973.6631
Orbital gap (eV): 11.11
Strongest force on any atom (eV/A): 1.8

Here is what Mulliken gives for the atomic charges, in e: atom 1 (O): -0.037, atom 2 (H): 0.430, atom 3 (H): 0.302, atom 4 (H): 0.325, atom 5 (C): -1.238, atom 6 (C): 0.489, atom 7 (C): -0.752, atom 8 (O): -0.483, atom 9 (H): 0.374, atom 10 (H): 0.187, atom 11 (H): 0.407, atom 12 (H): 0.319, atom 13 (H): 0.520, atom 14 (H): -0.189, atom 15 (H): 0.181, atom 16 (H): 0.272, atom 17 (C): -0.657, atom 18 (O): -0.355, atom 19 (H): 0.357, atom 20 (H): 0.241, atom 21 (H): 0.160, atom 22 (H): 0.243, atom 23 (C): -0.634, atom 24 (O): -0.446, atom 25 (H): 0.153, atom 26 (H): 0.292, atom 27 (H): 0.334, atom 28 (H): 0.259, atom 29 (C): -0.624, atom 30 (O): -0.558, atom 31 (H): 0.272, atom 32 (H): 0.289, atom 33 (H): 0.263, atom 34 (H): 0.271, atom 35 (C): -0.537, atom 36 (O): -0.380, atom 37 (H): 0.323, atom 38 (H): 0.256, atom 39 (H): 0.124, atom 40 (H): 0.247

=====

(6)
The following is a quantum chemistry calculation of C7H27O6 as an isolated structure, from the OMol25 dataset.

Geometry as XYZ:
```
40
Properties=species:S:1:pos:R:3
O 10.66 16.69 -17.81
H 11.57 16.56 -18.08
H 10.09 16.79 -18.58
H 10.55 17.42 -17.20
C 8.18 18.72 -18.16
C 8.46 17.93 -19.43
C 9.12 18.86 -20.56
O 9.35 16.84 -19.19
H 9.01 19.23 -17.67
H 7.61 18.17 -17.41
H 7.53 19.47 -18.61
H 7.58 17.49 -19.90
H 10.12 19.23 -20.33
H 8.41 19.69 -20.64
H 9.01 18.37 -21.53
H 8.86 16.02 -19.16
C 13.23 16.22 -17.82
O 12.44 17.25 -18.28
H 12.70 15.27 -17.69
H 14.03 16.06 -18.54
H 13.61 16.51 -16.84
H 12.90 18.05 -17.99
C 11.43 16.60 -20.50
O 11.10 15.55 -19.63
H 11.49 17.51 -19.91
H 12.39 16.32 -20.92
H 10.65 16.61 -21.26
H 11.28 14.72 -20.08
C 10.84 18.09 -15.73
O 10.85 18.36 -17.11
H 9.84 18.01 -15.29
H 11.48 17.24 -15.50
H 11.37 18.93 -15.28
H 11.45 19.06 -17.38
C 8.31 16.97 -15.79
O 9.15 16.78 -16.90
H 7.66 17.85 -15.83
H 7.75 16.08 -15.51
H 9.00 17.13 -14.97
H 8.52 16.64 -17.60
```

Output
LUMO energy (eV): -3.00
Charge: +1
2S+1: 1
DFT total energy (eV): -19956.3124
Orbital gap (eV): 8.51
Strongest force on any atom (eV/A): 17.2

Here is what Mulliken gives for the atomic charges, in e: atom 1 (O): -0.663, atom 2 (H): 0.532, atom 3 (H): 0.640, atom 4 (H): 0.963, atom 5 (C): -1.403, atom 6 (C): 0.529, atom 7 (C): -1.365, atom 8 (O): -0.484, atom 9 (H): 0.179, atom 10 (H): 0.351, atom 11 (H): 0.544, atom 12 (H): 0.369, atom 13 (H): 0.246, atom 14 (H): 0.471, atom 15 (H): 0.369, atom 16 (H): 0.471, atom 17 (C): -1.280, atom 18 (O): -0.363, atom 19 (H): 0.341, atom 20 (H): 0.275, atom 21 (H): 0.408, atom 22 (H): 0.460, atom 23 (C): -0.705, atom 24 (O): -0.644, atom 25 (H): 0.240, atom 26 (H): 0.415, atom 27 (H): 0.238, atom 28 (H): 0.392, atom 29 (C): -1.523, atom 30 (O): -0.426, atom 31 (H): 0.118, atom 32 (H): 0.370, atom 33 (H): 0.452, atom 34 (H): 0.484, atom 35 (C): -0.969, atom 36 (O): -0.587, atom 37 (H): 0.470, atom 38 (H): 0.307, atom 39 (H): 0.357, atom 40 (H): 0.418

=====

Which of these has the lowest orbital gap? C7H25BO18Y

=====

The lowest DFT total energy belongs to which entry? C7H26BrN6O8